[1]
2 unconnected molecules or ions with the total composition C15H18O in a non-equilibrium geometry. Source: OMol25; level of theory: the ωB97M-V functional and the def2-TZVPD basis.

Values from the calculation:
**Total energy**: -17892.9107 eV
**Lowest unoccupied orbital energy**: 0.80 eV
**Gap between HOMO and LUMO**: 0.3381 Eh
**Total charge**: 0
**Highest occupied orbital energy**: -8.40 eV
**SMILES string**: CCc1ccc(O)cc1.Cc1ccccc1

XYZ file:
```
34
Properties=species:S:1:pos:R:3:forces:R:3
C -2.701441 -3.443808 0.750754 -1.372 2.721 -1.052
C -1.582683 -4.224215 0.121181 1.146 -0.284 0.785
C -2.651282 -1.922057 0.481460 1.405 -0.016 0.416
C -2.102413 -1.077098 1.448507 -1.179 0.561 0.635
C -2.964349 -1.330461 -0.740457 -0.214 -1.075 -0.476
C -2.247822 0.323018 1.437307 0.493 -1.137 -1.670
C -3.006495 0.026428 -0.862117 0.274 1.630 0.857
C -2.804394 0.839018 0.257108 0.409 0.077 0.602
O -3.024881 2.182467 0.142651 0.496 0.507 0.571
H -3.680995 -3.636749 0.293660 0.126 -0.829 0.443
H -2.772901 -3.457524 1.837704 -0.006 -0.829 -0.083
H -0.938828 -4.516784 0.949028 0.094 -0.647 0.001
H -1.713522 -1.483431 2.370191 0.183 -0.349 0.039
H -3.150889 -1.955027 -1.612827 -0.057 0.024 0.129
H -1.690241 0.876380 2.177906 -0.615 0.492 0.137
H -3.020157 0.661982 -1.737968 -0.606 -0.737 -0.662
H -3.766657 2.391271 -0.426117 -0.068 -0.271 -0.228
H -0.873003 -3.626921 -0.455324 -0.549 0.131 -0.452
H -1.903588 -5.106172 -0.428922 0.078 0.045 0.004
C 1.839351 2.025414 1.447270 0.126 -0.337 0.723
C 4.886409 1.730076 -0.895280 -1.103 -0.409 -0.514
C 4.262948 1.957265 -2.117803 0.272 1.661 -0.073
C 4.110521 1.674894 0.266146 1.401 -1.213 -0.203
C 2.724619 1.755008 0.272419 -0.397 1.518 -1.402
C 2.885215 2.102871 -2.167909 -0.208 -1.701 1.224
C 2.130256 1.909376 -1.001364 0.595 -0.115 -0.733
H 5.926924 1.436246 -0.866076 0.129 0.462 0.137
H 4.820329 2.307891 -2.981409 0.252 -0.816 -0.145
H 4.752712 1.339462 1.073909 -0.714 0.462 0.858
H 2.357503 2.032763 -3.099935 -0.044 0.649 -0.432
H 2.100793 2.940595 1.988268 0.301 0.030 -0.319
H 1.897621 1.246333 2.215832 -0.373 -0.083 -0.210
H 1.067396 1.817989 -1.204524 -0.134 0.292 0.754
H 0.833935 2.203485 1.066737 -0.143 -0.414 0.338
```
Positions in Å, forces in eV/Å.


[2]
2 unconnected molecules or ions with the total composition C16H16Cl2N2O4S in a non-equilibrium geometry. Source: OMol25; level of theory: the ωB97M-V functional and the def2-TZVPD basis.

Values from the calculation:
**Total energy**: -63889.7939 eV
**Lowest unoccupied orbital energy**: 0.16 eV
**Gap between HOMO and LUMO**: 0.3386 Eh
**Total charge**: 0
**Highest occupied orbital energy**: -9.05 eV

XYZ file:
```
41
Properties=species:S:1:pos:R:3:forces:R:3
C -1.423775 0.651278 -2.247650 -4.380 -8.183 -5.967
C -0.173880 0.305918 -2.760787 3.242 -3.623 -4.585
N -0.105048 -1.181698 -3.062246 -3.384 1.141 -8.514
C -0.133213 -1.345013 -4.563917 -0.579 3.481 1.514
O -0.103686 -2.329942 -5.172367 0.570 -4.303 -0.763
C -0.326595 -0.003331 -5.357221 -2.664 -1.304 0.623
H 0.313884 0.099642 -6.359239 -1.776 -0.441 2.418
H -1.550087 -0.016150 -5.466603 3.008 0.134 -0.541
C 0.016516 0.887542 -4.244277 3.746 4.008 1.715
H -0.438479 1.958941 -4.255193 0.980 -1.715 -0.112
H 1.226179 0.944617 -4.281570 -2.646 0.531 -0.083
C 0.563643 -2.185656 -2.395185 5.056 4.853 0.107
C 1.708899 -1.056606 -1.960855 6.810 -8.461 2.052
H 2.659458 -1.214341 -2.619223 -1.935 0.278 0.332
H 2.166074 -1.576503 -0.982256 -0.726 1.504 -1.541
S 1.294692 0.476995 -1.700652 -2.148 4.858 1.404
C -0.140624 -2.309610 -1.196120 3.139 -7.747 4.209
O -1.229013 -2.111704 -0.969018 -6.070 2.560 1.181
O 0.528485 -3.283161 -0.199593 6.052 5.019 -11.626
C 0.145727 -3.681538 0.895778 -5.624 0.508 6.385
H 0.452516 -4.597763 1.139468 2.501 -3.600 1.149
H -0.880592 -3.939034 0.731167 -2.087 0.218 1.126
C 0.360095 -2.667824 2.032524 -2.071 -0.133 -1.952
O 1.189132 -2.834343 2.888711 -0.323 0.799 0.267
N -0.570356 -1.600299 1.807629 2.464 3.405 2.629
C -0.220431 -0.153141 2.420213 -5.154 -5.108 -7.293
C 0.501739 0.178391 3.414124 5.991 -12.077 6.246
C 0.643995 1.156425 4.150831 -2.502 10.243 -3.265
C 0.138922 2.379043 3.346230 0.133 0.390 3.741
C -0.651245 2.241809 2.285301 -0.365 -4.512 -1.326
C -0.868627 0.818358 1.800218 -2.165 4.937 -3.174
H -1.542403 0.769833 0.798753 1.613 -0.284 2.670
Cl -1.458962 3.494830 1.551103 -0.789 0.995 -1.027
Cl 0.147910 4.034640 4.046786 0.641 -1.121 0.028
H 1.220488 1.474148 4.874317 2.833 0.399 4.064
H 1.090755 -0.969779 4.097507 -1.780 3.301 -2.408
H -1.154306 -1.427687 0.948777 1.256 -1.097 1.255
H 1.221667 -2.901550 -2.921099 -1.383 -0.162 0.352
H -2.249215 0.556401 -3.052809 1.271 0.413 1.323
H -1.319917 1.460870 -1.907488 0.466 12.232 4.603
H -1.648943 0.040292 -1.488702 -1.221 -2.336 2.786
```
Positions in Å, forces in eV/Å.


[3]
4 unconnected molecules or ions with the total composition C4H14NO2 in a non-equilibrium geometry. Source: OMol25; level of theory: the ωB97M-V functional and the def2-TZVPD basis.

Values from the calculation:
**Total energy**: -9948.2263 eV
**Lowest unoccupied orbital energy**: -9.20 eV
**Gap between HOMO and LUMO**: 0.1793 Eh
**Total charge**: +1
**Highest occupied orbital energy**: -14.08 eV

XYZ file:
```
21
Properties=species:S:1:pos:R:3:forces:R:3
C 1.565206 0.517677 0.061875 -0.756 -0.063 -1.262
C 0.566734 -0.275709 0.918014 1.185 -0.128 0.311
C -0.496040 -0.875274 0.041437 0.600 0.733 0.872
C -0.680573 -2.277737 0.022025 0.133 0.534 -0.491
N -1.326129 -0.077582 -0.566176 0.391 -1.052 -0.913
H 1.000809 1.280972 -0.472618 0.103 0.316 0.085
H 2.358627 0.992200 0.607473 0.157 0.059 0.521
H 2.016940 -0.093942 -0.722738 0.122 -0.205 0.185
H 1.140542 -1.038848 1.446923 -0.340 -0.263 0.024
H 0.166830 0.384745 1.672933 -0.516 0.219 0.090
H -0.033559 -2.866764 0.665535 -0.303 -0.287 0.024
H -1.495676 -2.704648 -0.547217 -0.036 -0.323 -0.028
H -6.110721 0.905106 2.967277 0.008 0.005 0.063
H -1.739680 -0.525946 -1.396198 -0.615 -0.022 0.392
H -1.202472 1.749423 -0.191250 -0.392 0.623 0.284
H -1.946564 2.888162 0.576472 -0.110 -0.027 -0.090
H -5.960594 0.955092 3.693474 -0.006 -0.006 -0.065
O -1.085414 2.591413 0.272794 0.419 -0.121 0.003
H 4.863549 -1.098979 -3.279193 0.142 -0.029 0.026
H 3.843376 0.011433 -3.122056 0.255 0.012 0.080
O 4.554811 -0.440793 -2.648787 -0.443 0.027 -0.111
```
Positions in Å, forces in eV/Å.


[4]
2 unconnected molecules or ions with the total composition C4H13N in a non-equilibrium geometry. Source: OMol25; level of theory: the ωB97M-V functional and the def2-TZVPD basis.

Values from the calculation:
**Spin multiplicity**: 2
**Total energy**: -5839.5330 eV
**Lowest unoccupied orbital energy (alpha / beta)**: -3.56 / -8.87 eV
**Gap between HOMO and LUMO (alpha / beta)**: 0.4267 / 0.2314 Eh
**Total charge**: +1
**Highest occupied orbital energy (alpha / beta)**: -15.17 / -15.17 eV

XYZ file:
```
18
Properties=species:S:1:pos:R:3:forces:R:3
C -0.105990 0.700240 2.436221 -0.671 -0.650 1.529
N 0.505906 -0.533646 2.085769 0.517 0.935 -1.946
H 0.110724 1.479132 1.686759 -0.036 -0.176 -0.188
H 0.297885 1.026529 3.392699 0.353 0.237 -0.010
H -1.174089 0.541078 2.602751 0.018 0.210 -0.568
H 0.102188 -1.083086 1.304584 -0.158 -0.190 0.611
H 1.530181 -0.534813 2.046397 -0.078 -0.365 0.533
C -0.427413 1.083626 -1.177210 -1.551 0.274 0.051
C -0.209783 -0.148339 -2.034897 0.606 -0.423 1.107
C 0.302673 -1.320397 -1.186718 -0.218 -0.930 -0.555
H -1.302723 0.990329 -0.505281 0.471 -0.529 0.208
H -0.818115 1.908873 -1.771905 0.721 0.309 -0.208
H 0.456598 1.359715 -0.597671 0.016 0.178 -0.244
H 0.558593 0.070347 -2.769436 -0.174 0.046 -0.362
H -1.132833 -0.487909 -2.499350 0.059 0.286 -0.319
H 0.726013 -2.108406 -1.818831 0.205 0.216 -0.016
H 1.097722 -1.061733 -0.475513 -0.052 0.165 -0.061
H -0.517532 -1.881534 -0.718371 -0.029 0.406 0.437
```
Positions in Å, forces in eV/Å.


[5]
A molecular structure, C21H20Br2CoN2O4Sb. Source: OMol25; level of theory: the ωB97M-V functional and the def2-TZVPD basis.

Values from the calculation:
**Spin multiplicity**: 5
**Total energy**: -217507.1016 eV
**Lowest unoccupied orbital energy (alpha / beta)**: -5.80 / -8.72 eV
**Gap between HOMO and LUMO (alpha / beta)**: 0.3055 / 0.2225 Eh
**Total charge**: +2
**Highest occupied orbital energy (alpha / beta)**: -14.11 / -14.77 eV

XYZ file:
```
51
Properties=species:S:1:pos:R:3:forces:R:3
Co -0.784312 0.245018 0.293899 -0.027 -0.190 0.407
Br -4.144724 5.713222 -1.415609 -0.003 -0.003 0.003
C -3.222317 4.130515 -1.068116 0.024 0.003 0.013
C -3.816424 2.900512 -1.313042 0.007 -0.001 -0.005
C -3.093836 1.763236 -1.018314 -0.009 0.001 0.015
N -1.851598 1.797986 -0.525673 -0.019 0.010 0.039
C -1.265271 2.992196 -0.312120 0.012 0.010 -0.043
C -1.930003 4.179043 -0.558508 -0.031 -0.022 -0.036
C 0.135610 2.947747 0.197923 0.032 -0.002 0.007
C 0.947143 4.064380 0.256187 -0.018 -0.021 0.016
C 2.246689 3.919021 0.729057 0.028 -0.009 0.009
Br 3.368725 5.407229 0.829267 -0.004 -0.002 -0.007
C 2.701766 2.668377 1.118246 -0.049 0.029 -0.016
C 1.831782 1.599105 1.023321 0.011 0.097 0.101
N 0.578436 1.734935 0.578170 0.071 0.027 -0.081
H -4.817243 2.827942 -1.712207 0.001 0.002 -0.009
H -3.520444 0.781745 -1.181548 -0.008 -0.001 0.011
H -1.469734 5.133872 -0.356092 0.001 0.001 -0.010
H 0.600271 5.033225 -0.068697 0.003 0.002 0.007
H 3.708115 2.524276 1.482386 0.001 0.008 0.011
H 2.130948 0.597471 1.301872 -0.011 0.053 -0.015
O 1.697619 -1.333286 0.385898 0.002 0.097 -0.037
C 0.979636 -1.643474 -0.551782 -0.114 -0.266 0.110
O -0.263863 -1.335560 -0.680831 0.087 0.196 -0.454
C 1.560390 -2.485631 -1.674934 0.034 -0.076 0.067
C 0.762712 -2.788568 -2.825996 -0.046 0.003 0.003
C 1.224040 -3.539339 -3.878459 0.024 -0.003 0.023
C 2.528756 -3.998318 -3.742443 -0.013 -0.018 -0.045
O 3.230728 -4.739081 -4.575194 -0.019 0.018 0.015
C 4.522032 -4.955823 -3.993007 -0.023 0.015 0.013
O 4.507861 -4.268819 -2.736173 -0.020 0.019 0.002
C 3.324418 -3.703061 -2.595699 0.051 -0.012 0.028
C 2.852838 -2.935341 -1.539321 -0.051 0.029 -0.014
H -0.245339 -2.397890 -2.834658 0.002 -0.005 -0.019
H 0.629040 -3.769115 -4.749765 -0.008 -0.003 0.002
H 5.284160 -4.517607 -4.635070 0.009 -0.031 0.003
H 4.665285 -6.021130 -3.820820 0.022 0.007 -0.016
H 3.442909 -2.701075 -0.665153 0.013 -0.017 -0.004
C -2.955495 1.279273 3.466091 -0.037 0.004 0.022
Sb -1.866115 -0.363817 2.681543 0.041 0.144 -0.097
C -3.233732 -1.948498 2.983739 0.007 -0.036 0.006
C -0.463506 -0.671015 4.236947 0.012 -0.057 0.016
H -3.279059 1.052414 4.480275 0.003 -0.010 0.002
H -3.830961 1.475485 2.849412 0.004 0.004 -0.006
H -2.324382 2.166321 3.484760 0.004 0.000 -0.005
H -3.514841 -1.963956 4.035105 -0.006 -0.001 -0.002
H -2.772678 -2.896858 2.717802 -0.001 0.000 -0.009
H -4.121101 -1.794466 2.373747 0.004 -0.003 -0.007
H -1.000447 -0.865171 5.163623 0.000 0.006 0.001
H 0.148464 0.221090 4.355743 0.004 0.001 -0.008
H 0.177057 -1.518737 4.004214 0.006 0.005 -0.007
```
Positions in Å, forces in eV/Å.